# 1
# C4H9NO3

2 unconnected molecules or ions with the total composition C4H9NO3 (ωB97M-V/def2-TZVPD, OMol25).

The total charge is 0. The calculation puts the HOMO energy at -8.16 eV. The calculation puts the LUMO energy at 0.7 eV. The value obtained for the energy is -438.22150 Eh. The structure (SMILES) is C/C(O)=C\O.NC=O. The calculation puts the HOMO-LUMO gap at 8.8 eV. The energy above the lowest of the compared OMol25 structures with the same formula, charge and spin comes out at 67.5 kcal/mol.

Structure (XYZ):
```
17
Properties=species:S:1:pos:R:3:forces:R:3
H -0.566 -1.781 -1.476 -0.4 -0.1 0.0
O -1.029 1.571 0.542 0.0 0.5 -0.1
H 1.570 -1.709 2.047 -1.5 -0.7 0.0
H 0.933 0.346 -1.483 0.1 0.0 -0.1
C 1.239 -1.144 1.146 5.3 1.2 1.4
H -0.443 0.800 -2.484 0.0 0.0 0.0
N 1.256 0.194 1.564 -1.1 -1.2 -1.7
C -1.408 -0.645 -0.212 -0.9 2.6 -1.2
H 1.619 0.441 2.470 -0.4 -0.1 -0.1
H 1.124 0.877 0.827 0.4 0.2 0.7
H -2.272 -0.734 0.442 0.4 -0.2 0.5
C -0.874 0.605 -0.410 -0.7 -1.8 0.7
H 0.336 2.021 -1.451 0.0 0.0 0.0
H -1.695 1.294 1.184 0.1 0.0 0.0
O -1.483 -1.544 -1.249 1.2 -0.6 -0.1
O 1.648 -1.568 0.066 -2.3 0.5 0.1
C 0.044 0.976 -1.525 -0.1 -0.1 0.1
```
Positions in Å, forces in eV/Å.

---

# 2
# C4H9NO3

2 unconnected molecules or ions with the total composition C4H9NO3 (ωB97M-V/def2-TZVPD, OMol25).

The total charge is 0. The calculation puts the HOMO energy at -8.96 eV. The calculation puts the LUMO energy at 0.1 eV. The value obtained for the energy is -438.19555 Eh. The structure (SMILES) is CC(C)N=O.O=CO. The calculation puts the HOMO-LUMO gap at 9.1 eV. The energy above the lowest of the compared OMol25 structures with the same formula, charge and spin comes out at 83.8 kcal/mol.

Structure (XYZ):
```
17
Properties=species:S:1:pos:R:3:forces:R:3
H 0.991 1.697 -1.300 -0.1 -0.1 -0.1
C 1.287 0.873 -0.654 0.4 -0.3 0.4
C -0.765 -2.304 -0.949 -0.7 0.0 -2.0
H -1.536 -1.874 -0.283 0.7 0.3 0.2
O -0.084 -1.710 -1.753 -0.6 -0.5 1.6
N -1.116 0.786 -0.264 0.6 -0.2 0.8
H 0.010 2.793 0.879 0.0 0.1 -0.1
C 0.296 1.892 1.418 -0.3 -0.2 0.0
H 1.295 2.048 1.821 0.1 -0.1 0.0
H -0.394 1.758 2.250 0.0 0.0 0.0
H -1.532 -3.969 -0.372 0.2 0.2 -0.1
C 0.274 0.689 0.477 -0.4 0.5 -0.9
O -2.025 0.139 0.172 0.7 0.2 0.1
O -0.879 -3.643 -1.008 0.3 -0.4 0.2
H 0.470 -0.237 1.033 -0.6 0.0 -0.2
H 1.438 -0.046 -1.216 -0.3 0.1 -0.2
H 2.271 1.108 -0.250 0.0 0.2 0.2
```
Positions in Å, forces in eV/Å.

---

# 3
# C4H9NO3S

C4H9NO3S in the gas phase (ωB97M-V/def2-TZVPD, OMol25).

The total charge is 0. The calculation puts the HOMO energy at -9.26 eV. The calculation puts the LUMO energy at 0.7 eV. The value obtained for the energy is -836.36066 Eh. The structure (SMILES) is C=C[C@@H](NC)S(=O)(=O)O. The calculation puts the HOMO-LUMO gap at 9.9 eV. The energy above the lowest of the compared OMol25 structures with the same formula, charge and spin comes out at 65.9 kcal/mol.

Structure (XYZ):
```
18
Properties=species:S:1:pos:R:3:forces:R:3
O -0.305 1.616 1.775 -2.5 0.9 2.0
H -2.175 -2.232 1.010 -1.7 -1.6 -0.3
H -2.322 -0.443 1.422 0.7 -1.3 -1.2
O 1.153 -0.315 1.522 -2.0 -1.7 -0.5
C -0.437 0.117 -0.454 1.8 -0.2 -2.5
C 1.086 1.221 -2.333 -1.1 -1.6 1.0
N -0.762 -1.189 0.004 -0.6 -0.7 0.4
H 0.797 -1.007 -2.039 0.6 0.5 -0.5
S 0.501 0.951 0.856 3.2 1.6 -2.3
H 0.026 -1.830 0.151 -0.2 0.8 -0.4
H 1.744 1.521 -3.077 1.1 -0.3 -1.5
H 1.957 -0.069 1.906 2.3 0.8 0.9
H -1.202 -1.472 2.180 0.6 0.1 -0.8
H 0.629 2.002 -1.823 -0.4 1.7 0.7
C 0.702 0.061 -1.840 -2.7 -0.7 2.6
O 1.630 1.725 0.363 -0.7 -0.5 0.2
C -1.662 -1.351 1.170 0.5 2.7 1.4
H -1.360 0.693 -0.791 1.3 -0.5 0.9
```
Positions in Å, forces in eV/Å.

---

# 4
# C4H9NO4S

C4H9NO4S in the gas phase (ωB97M-V/def2-TZVPD, OMol25).

The total charge is 0. The calculation puts the HOMO energy at -8.66 eV. The calculation puts the LUMO energy at 0.8 eV. The value obtained for the energy is -911.63169 Eh. The calculation puts the HOMO-LUMO gap at 9.4 eV. The energy above the lowest of the compared OMol25 structures with the same formula, charge and spin comes out at 78.2 kcal/mol.

Structure (XYZ):
```
19
Properties=species:S:1:pos:R:3:forces:R:3
C -1.341 -0.960 0.501 4.3 2.2 2.2
H -1.725 -1.965 0.602 -0.7 0.1 0.2
H -2.466 0.515 -0.179 -0.5 0.3 0.1
O 1.667 -0.780 -0.599 1.1 -0.1 0.7
H -0.384 -0.210 2.513 -1.0 0.5 1.3
C 0.013 -0.644 1.652 -1.9 -0.9 -4.4
S -0.646 -0.817 -1.244 -0.6 -2.0 -1.2
N -2.068 0.248 0.715 -1.3 -0.6 -0.1
C 1.656 0.259 0.015 -1.1 -1.4 -0.2
O 0.772 0.394 1.069 1.7 1.9 -0.1
O -2.071 -1.441 -1.802 -1.3 0.1 -0.8
O -0.688 0.588 -1.633 0.1 0.9 0.4
H -1.402 0.978 0.919 0.0 0.2 0.0
H 3.138 1.051 -1.290 -1.5 1.2 1.4
H 3.134 1.551 0.444 0.8 1.0 0.7
H 1.738 2.309 -0.527 1.8 -1.2 -0.1
H 0.575 -1.500 1.876 0.9 -1.2 0.0
C 2.499 1.444 -0.399 -1.5 -0.7 -0.8
H -2.403 -1.019 -2.633 0.8 -0.3 0.9
```
Positions in Å, forces in eV/Å.

---

# 5
# C4H9NOS

A gas-phase ion, C4H9NOS (charge -1) (ωB97M-V/def2-TZVPD, OMol25).

The total charge is -1. The calculation puts the HOMO energy (alpha / beta) at -2.35 / -2.35 eV. The calculation puts the LUMO energy (alpha / beta) at 3.3 / 1.1 eV. The value obtained for the energy is -685.92292 Eh. As for the spin multiplicity: 2. As for the expectation value of S²: 0.755. The calculation puts the HOMO-LUMO gap (alpha / beta) at 5.6 / 3.4 eV. The energy above the lowest of the compared OMol25 structures with the same formula, charge and spin comes out at 31.1 kcal/mol.

Structure (XYZ):
```
16
Properties=species:S:1:pos:R:3:forces:R:3
H 0.088 2.267 1.903 0.0 0.0 0.1
H -0.165 -2.554 0.557 0.2 -0.3 -0.1
C -0.535 -2.347 -0.458 -0.2 0.1 0.0
H 1.146 -0.417 0.937 0.0 -0.3 -0.3
C -0.023 -0.951 -0.830 -0.5 0.5 -0.4
H -0.786 -0.386 -1.391 -0.1 -0.4 0.0
H 0.832 -0.971 -1.514 0.2 -0.3 0.4
N 0.369 1.301 0.088 -0.2 0.0 -1.5
H 0.362 1.494 -0.902 0.0 -0.2 0.0
O 1.256 3.368 0.686 -0.1 0.4 0.2
C 0.244 2.480 0.832 0.3 -0.5 0.5
H -0.661 3.054 0.536 -0.1 0.2 0.0
C 0.235 -0.114 0.400 0.5 0.5 1.5
H -0.556 -0.279 1.149 -0.2 0.1 -0.3
S -0.181 -3.672 -1.646 0.1 0.0 0.0
H -1.626 -2.274 -0.346 0.1 0.1 0.1
```
Positions in Å, forces in eV/Å.

---

# 6
# C4H9NOS

3 unconnected molecules or ions with the total composition C4H9NOS (ωB97M-V/def2-TZVPD, OMol25).

The total charge is -1. The calculation puts the HOMO energy (alpha / beta) at -3.18 / -3.20 eV. The calculation puts the LUMO energy (alpha / beta) at 3.8 / 2.5 eV. The value obtained for the energy is -685.85294 Eh. As for the spin multiplicity: 2. As for the expectation value of S²: 0.828. The calculation puts the HOMO-LUMO gap (alpha / beta) at 6.9 / 5.7 eV. The energy above the lowest of the compared OMol25 structures with the same formula, charge and spin comes out at 75.0 kcal/mol.

Structure (XYZ):
```
16
Properties=species:S:1:pos:R:3:forces:R:3
H 0.918 0.171 -1.551 1.0 -0.9 0.3
H -1.471 0.539 -1.655 0.1 0.1 0.5
O 1.956 -1.619 -0.948 -3.1 1.8 -0.9
C -0.467 -1.273 -1.099 -1.2 0.3 -2.6
H -2.406 -0.863 -1.713 -0.1 0.1 0.2
N -1.484 -0.470 -1.764 2.4 -1.8 1.4
H -2.656 3.222 0.086 0.6 -0.8 0.4
C 0.599 0.457 1.780 -1.8 0.5 -0.3
H -0.322 -0.155 1.849 0.6 -0.1 -1.8
H 2.220 -0.638 0.964 0.0 -3.1 -0.7
H 2.636 0.192 2.431 0.1 1.9 -1.0
C 1.849 0.000 1.681 1.2 0.5 2.0
H 0.334 1.511 1.595 0.2 0.2 2.1
H -0.696 -2.343 -1.098 -0.2 0.3 0.5
C 0.914 -0.918 -1.218 1.1 0.2 0.7
S -1.924 2.189 0.660 -0.7 0.8 -0.8
```
Positions in Å, forces in eV/Å.